No. 1
Computed, not measured: a 2-piece molecular cluster, C2H7NS overall at a distorted geometry, with wB97M-V/def2-TZVPD.

```
! RIJCOSX wB97M-V def2-TZVPD def2/J DEFGRID3
* xyz 0 1
S 4.39890 -0.53234 1.29808
H 3.68781 -0.71738 2.44713
C -0.79161 1.07282 -0.37059
C -2.26368 -0.77788 -0.70585
N -1.13115 -0.38837 -0.52111
H -1.58373 1.70879 -0.36809
H -0.08579 1.14613 0.59433
H -0.15842 1.24052 -1.19505
H -3.06878 -0.27714 -0.07241
H -2.51993 -1.28979 -1.58799
H 3.51638 -1.18536 0.48155
*
```

Properties
strongest force on any atom = 6.83 eV Å⁻¹
calculated total energy = -14509.923 eV
structure (SMILES) = C=NC.S
frontier orbital gap = 9.3412 eV

No. 2
Computed, not measured: a 2-piece molecular cluster, C23H28BF3O2 overall at a distorted geometry, with wB97M-V/def2-TZVPD.

```
! RIJCOSX wB97M-V def2-TZVPD def2/J DEFGRID3
* xyz 0 1
C 2.21179 3.72784 -1.48564
C 1.97524 3.37612 -0.03180
C 3.22862 2.72912 0.60429
C 1.18998 4.48418 0.84229
C 1.93061 4.95350 2.09937
C 0.63433 5.63127 0.03833
O 0.05050 3.79621 1.40717
B 0.50739 2.48707 1.33445
C -2.31471 1.86017 -1.12768
C -1.98995 0.50805 -1.40047
C -2.92252 -0.44973 -1.08277
C -3.97766 -0.09102 -0.25698
C -5.10568 -1.07431 -0.09147
F -5.96875 -0.74613 0.91464
F -5.83092 -1.12213 -1.26205
F -4.65868 -2.34368 0.16625
C -4.05431 1.15231 0.37569
C -3.14696 2.13223 -0.02002
C -1.95904 2.87204 -2.07510
C -3.07796 3.64059 -2.71435
C -2.20254 4.35824 -1.76150
O 1.12042 2.24975 0.06893
H 2.92024 4.56227 -1.56321
H 2.62761 2.86570 -2.01214
H 1.27712 3.97702 -1.99068
H 4.06272 3.42466 0.71463
H 2.97510 2.27413 1.57896
H 3.54162 1.88833 -0.04116
H 2.87021 5.45053 1.84909
H 1.27747 5.67821 2.60641
H 2.11346 4.11704 2.80028
H 1.45562 6.24193 -0.35139
H -0.00082 5.26764 -0.77691
H -0.00771 6.24163 0.67982
H -1.07888 0.25427 -1.94989
H -2.86604 -1.43368 -1.55071
H -4.76890 1.38233 1.14892
H -3.13638 3.09791 0.50196
H -1.07453 2.66285 -2.67346
H -2.92948 3.88667 -3.78043
H -4.07936 3.36696 -2.35992
H -2.62033 4.60998 -0.77396
H -1.48820 5.07410 -2.16086
C -0.42455 1.13624 1.27850
C 0.07826 1.70741 2.61959
C 1.11680 1.32157 3.52176
C 2.10103 0.37132 3.38538
C 2.21953 -0.56243 2.34648
C 1.39000 -0.69644 1.23257
C 0.26161 -0.02434 0.77222
H -1.50170 1.21123 1.17494
H -0.76516 2.17691 3.15112
H 1.16835 1.90947 4.43717
H 2.83747 0.28724 4.18476
H 3.05712 -1.28958 2.43535
H 1.70818 -1.50300 0.54691
H -0.14187 -0.39225 -0.16950
*
```

Properties
strongest force on any atom = 4.33 eV Å⁻¹
calculated total energy = -37225.462 eV
frontier orbital gap = 5.5227 eV

No. 3
Computed, not measured: one molecule with the formula C3H4N2O2 at a distorted geometry, with wB97M-V/def2-TZVPD.

```
! RIJCOSX wB97M-V def2-TZVPD def2/J DEFGRID3
* xyz 0 1
C -0.96878 -0.72840 -1.11634
C 1.16770 0.27033 -0.36542
C -0.33862 0.28041 -0.21562
N -1.56130 -1.50950 -1.72962
N -0.65639 -0.07070 1.26024
O -1.77858 -0.31435 1.55956
O 0.31831 -0.06826 2.01714
H 1.57636 -0.47877 0.38903
H 1.44000 0.23983 -1.42944
H 1.69243 1.15146 0.03539
H -0.89114 1.22794 -0.40492
*
```

Properties
strongest force on any atom = 2.05 eV Å⁻¹
calculated total energy = -10247.203 eV
structure (SMILES) = C[C@@H](C#N)[N+](=O)[O-]
frontier orbital gap = 11.4991 eV

No. 4
Computed, not measured: C2H10F6O11PtS2 as an isolated structure at a distorted geometry, with wB97M-V/def2-TZVPD.

```
! RIJCOSX wB97M-V def2-TZVPD def2/J DEFGRID3
* xyz 0 3
Pt -0.16122 -1.04531 -0.37064
C -0.74912 3.68710 -0.85283
F -0.76824 4.67265 -1.75155
F 0.25555 3.89069 0.00195
F -1.90837 3.69970 -0.17759
S -0.52053 2.09324 -1.72978
O 0.73491 2.21626 -2.38909
O -0.53548 1.13276 -0.61320
O -1.68740 1.95446 -2.57544
C 0.97986 0.96737 3.28505
F 1.85167 1.32930 4.21514
F -0.24873 1.30134 3.71487
F 1.21982 1.65474 2.16223
S 1.05141 -0.83548 2.97992
O 0.29449 -0.91925 1.71881
O 2.45562 -1.14006 2.87880
O 0.34717 -1.42824 4.07654
O -2.31019 -0.79300 0.34663
H -2.75827 -0.26608 1.01783
H -2.96406 -1.02231 -0.32235
O 2.17323 -0.24733 -0.45646
H 2.72532 -0.65490 -1.12955
H 2.63982 0.54706 -0.17301
O -1.32081 -0.73786 -2.45869
H -1.86289 0.06847 -2.59340
H -1.40922 -1.27467 -3.25195
O -0.67886 -3.23202 0.18366
H 0.01362 -3.89996 0.18594
H -1.49772 -3.69441 0.38749
O 1.22747 -2.49268 -1.96689
H 1.86534 -3.01471 -1.46515
H 1.54579 -2.51682 -2.87728
*
```

Properties
strongest force on any atom = 1.75 eV Å⁻¹
calculated total energy = -65978.411 eV
frontier orbital gap (alpha / beta) = 8.6054 / 8.3899 eV

No. 5
Computed, not measured: a 9-piece molecular cluster, C5H30N2O8S overall at a distorted geometry, with wB97M-V/def2-TZVPD.

```
! RIJCOSX wB97M-V def2-TZVPD def2/J DEFGRID3
* xyz 0 1
N 2.59606 -0.26515 0.18207
C 1.16075 -0.66478 0.17050
C 1.02300 -2.18004 0.36240
S 1.96022 -2.97845 1.67574
C 0.57978 -0.06704 -1.10298
N -0.78548 0.50081 -0.73496
C -1.88953 -0.02792 -1.57965
C -3.14115 -0.41403 -0.78540
H 3.16121 -0.12644 -0.64320
H 3.15731 -0.80723 0.83329
H 0.70123 -0.19455 1.03285
H -0.05400 -2.33584 0.46186
H 1.34915 -2.70672 -0.53624
H 1.04017 -3.10434 2.63851
H 1.08373 0.84276 -1.41576
H 0.53442 -0.67093 -2.01180
H -0.64012 1.49668 -0.69966
H -2.12823 0.73128 -2.32687
H -1.47961 -0.94156 -1.97967
H -2.80974 -0.72648 0.20201
H -3.51475 -1.33556 -1.24277
H -3.97863 0.27373 -0.70646
H -0.29865 0.15892 2.80187
H -1.09592 -0.17262 1.54109
O -1.16877 -0.20763 2.52038
H 1.33531 1.62806 2.64702
H 1.48239 1.08277 4.06535
O 0.79368 1.30458 3.43020
H -0.01235 -0.44199 -4.69448
H -0.68325 -1.65893 -4.23410
O -0.06787 -0.98965 -3.90300
H 3.48021 0.46985 -3.46737
H 2.24490 -0.37880 -3.42594
O 2.59968 0.45308 -3.08139
H 0.43344 3.58989 -2.35954
H -1.06312 3.79184 -1.87221
O -0.23494 3.33083 -1.71960
H -1.97121 -3.10277 3.19072
H -1.33577 -1.88196 2.51301
O -1.30864 -2.87392 2.53387
H 2.16285 2.81381 0.97789
H 2.41521 1.26095 1.10341
O 2.42947 2.12942 1.59856
H -3.18975 1.16913 2.63710
H -1.97665 2.14984 2.83256
O -2.89604 2.07713 2.57080
*
```

Properties
strongest force on any atom = 2.83 eV Å⁻¹
calculated total energy = -35866.905 eV
structure (SMILES) = CCNC[C@H](N)CS.O.O.O.O.O.O.O.O
frontier orbital gap = 8.3135 eV

No. 6
Computed, not measured: C16H16BF4N7OS2Zr as an isolated structure, with wB97M-V/def2-TZVPD.

```
! RIJCOSX wB97M-V def2-TZVPD def2/J DEFGRID3
* xyz 0 1
Zr 0.28168 0.22732 -0.36157
C -0.04901 3.83066 2.49697
C -0.31094 2.67015 1.59881
N 0.58463 2.11246 0.87441
N 1.88748 2.56742 0.92257
C 2.43556 2.53616 -0.26767
N 3.71123 2.95902 -0.36871
S 1.61691 2.05948 -1.73251
C -1.66242 2.08415 1.48902
C -2.74390 2.57224 2.20187
C -3.98422 1.97891 2.02395
C -4.10833 0.92760 1.13526
C -2.97770 0.49353 0.46029
N -1.78207 1.04731 0.64794
H 0.98026 4.15544 2.38957
H -0.22651 3.54380 3.53569
H -0.71967 4.65655 2.25461
H 4.22565 3.16894 0.46937
H 4.20016 2.82191 -1.23322
H -2.62446 3.40320 2.88128
H -4.84480 2.34171 2.57025
H -5.05578 0.44225 0.95262
H -3.02867 -0.31865 -0.25299
N -2.03339 -1.83468 2.95046
C -1.16662 -1.65276 1.90764
S 0.20779 -0.60303 2.18407
N -1.44166 -2.23987 0.78578
N -0.45549 -1.94339 -0.16328
C 0.06584 -2.95917 -0.74124
C 1.29596 -2.93879 -1.50385
C 1.65125 -4.05124 -2.27356
C 2.88496 -4.13341 -2.88132
C 3.80574 -3.10266 -2.69089
C 3.48975 -2.00565 -1.91590
C 2.22686 -1.89886 -1.33089
O 1.93256 -0.83022 -0.59708
H -1.68910 -1.59124 3.86266
H -2.62541 -2.64833 2.89290
H -0.39651 -3.92592 -0.54592
H 0.93288 -4.85499 -2.38552
H 3.14207 -4.99174 -3.48616
H 4.78354 -3.16285 -3.15182
H 4.19608 -1.20148 -1.76033
F -1.37495 1.09365 -1.83125
B -1.37809 0.05055 -2.85026
F -0.09988 -0.57983 -2.50508
F -2.39377 -0.82564 -2.55636
F -1.36552 0.54997 -4.10057
*
```

Properties
strongest force on any atom = 0.41 eV Å⁻¹
calculated total energy = -63838.446 eV
frontier orbital gap = 7.4514 eV

Energy above the lowest of the compared OMol25 structures with the same formula, charge and spin, respectively: 264.14; 0.00; 488.40; 0.00; 201.02; 89.73 kJ/mol.